ORCA calculation (ωB97M-V/def2-TZVPD) on 2 unconnected molecules or ions with the total composition C9H14 in a non-equilibrium geometry.

Computed properties:
* multiplicity: 1
* SMILES: Cc1ccccc1.CC
* gap between HOMO and LUMO: 0.35191 Ha
* HOMO: -8.613 eV

```
23
Properties=species:S:1:pos:R:3:mulliken_charge:R:1
C 0.030 -1.835 1.533 -1.390
C -1.174 -0.472 -0.083 -0.730
C -0.198 -0.600 0.952 1.161
C -1.729 0.761 -0.399 -0.130
C -1.262 1.860 0.241 -0.153
C 0.245 0.619 1.631 -0.565
C -0.178 1.878 1.181 -0.563
H -1.530 -1.324 -0.577 0.402
H -2.665 0.620 -1.153 0.191
H 0.799 -2.055 2.261 0.379
H 0.325 -2.714 0.796 0.272
H -1.841 2.855 0.114 0.243
H 1.103 0.575 2.283 0.297
H 0.175 2.755 1.836 0.292
H -0.900 -2.430 1.850 0.282
C 1.063 -0.339 -2.359 -0.103
C 2.295 -0.888 -1.834 -0.929
H 1.218 0.593 -2.930 0.276
H 0.572 -1.089 -3.063 0.224
H 0.282 -0.159 -1.607 -0.264
H 2.849 -1.463 -2.599 0.318
H 3.021 -0.358 -1.337 0.374
H 2.049 -1.711 -1.054 0.115
```